(P)
{"formula": "C3H6O4", "method": "ωB97M-V/def2-TZVPD", "total_charge": 0, "smiles": "COC(=O)C(O)O", "elements": ["C", "C", "C", "O", "O", "O", "O", "H", "H", "H", "H", "H", "H"], "coordinates": [[0.095, -1.029, -0.871], [-0.522, 1.810, 1.206], [0.404, -0.164, 0.384], [0.093, 1.139, 0.110], [0.776, -0.645, -2.042], [0.285, -2.414, -0.695], [0.723, -0.606, 1.474], [0.115, -0.691, -2.753], [1.113, -2.497, -0.190], [-0.981, -0.884, -1.035], [-1.543, 1.426, 1.299], [0.021, 1.681, 2.146], [-0.578, 2.875, 0.967]]}



(Q)
{"formula": "C3H6O4", "method": "ωB97M-V/def2-TZVPD", "total_charge": 0, "smiles": "COC(=O)C(O)O", "elements": ["C", "C", "C", "O", "O", "O", "O", "H", "H", "H", "H", "H", "H"], "coordinates": [[-0.054, -0.267, 0.013], [2.112, -0.218, 0.625], [-1.398, 0.401, 0.100], [0.106, -1.284, -0.670], [-1.217, 1.548, -0.734], [-2.246, -0.519, -0.354], [0.829, 0.409, 0.695], [1.891, -1.263, 0.719], [2.818, 0.224, 1.274], [2.501, -0.115, -0.511], [-1.857, 0.692, 1.116], [-1.780, 1.595, -1.480], [-1.705, -1.203, -0.792]]}



Most stable: (P)



(P)
{"formula": "C8H17N5O3", "method": "ωB97M-V/def2-TZVPD", "total_charge": 0, "smiles": "[H]/N=C(/N)NCCC[C@H](N)C(=O)NCC(=O)O", "elements": ["C", "C", "C", "C", "C", "C", "C", "C", "H", "H", "H", "H", "H", "H", "H", "H", "H", "H", "H", "H", "H", "H", "H", "H", "H", "N", "N", "N", "N", "N", "O", "O", "O"], "coordinates": [[1.009, 1.600, 0.752], [1.998, 0.641, 0.174], [-0.403, 0.879, 0.617], [-1.017, 1.061, -0.784], [-2.504, 0.719, -0.744], [-3.657, -1.312, -0.172], [3.059, -1.595, 0.529], [4.383, -1.413, -0.371], [1.160, 2.829, -0.811], [1.539, 3.545, 0.553], [1.130, 1.624, 1.823], [-1.009, 1.459, 1.367], [-0.563, -0.050, 1.124], [-0.515, 0.433, -1.479], [-0.950, 2.053, -1.034], [-2.916, 0.969, -1.717], [-2.918, 1.322, 0.093], [-1.836, -1.283, -0.978], [-4.607, 0.278, -0.287], [-2.732, -2.918, 0.694], [-4.481, -3.012, 0.421], [2.294, -0.158, 1.920], [2.159, -2.095, 0.034], [3.268, -2.265, 1.374], [3.449, -0.056, -1.153], [0.828, 2.987, 0.108], [-2.386, -0.685, -0.333], [-4.808, -0.728, -0.169], [-3.529, -2.715, 0.033], [2.756, -0.155, 1.006], [2.222, 0.692, -1.097], [5.285, -2.196, -0.193], [4.292, -0.453, -1.300]]}



(Q)
{"formula": "C8H17N5O3", "method": "ωB97M-V/def2-TZVPD", "total_charge": 0, "smiles": "[H]/N=C(/N)NCCC[C@H](N)C(=O)NCC(=O)O", "elements": ["C", "C", "C", "C", "C", "C", "C", "C", "H", "H", "H", "H", "H", "H", "H", "H", "H", "H", "H", "H", "H", "H", "H", "H", "H", "N", "N", "N", "N", "N", "O", "O", "O"], "coordinates": [[1.253, 1.914, 0.619], [1.986, 0.723, -0.073], [-0.102, 1.142, 0.992], [-1.117, 1.365, -0.161], [-2.510, 0.708, -0.071], [-3.618, -1.355, -0.344], [3.029, -1.563, 0.280], [4.329, -1.619, -0.281], [0.291, 2.467, -0.882], [1.813, 2.996, -0.903], [1.769, 2.345, 1.474], [-0.471, 1.364, 1.987], [-0.071, -0.011, 1.072], [-0.598, 0.870, -0.990], [-1.398, 2.405, -0.419], [-3.053, 1.119, -0.984], [-3.048, 1.144, 0.765], [-1.674, -1.249, 0.278], [-4.588, 0.060, -1.219], [-3.090, -2.962, 0.721], [-4.478, -3.136, 0.031], [1.894, -0.341, 1.641], [2.429, -1.701, -0.642], [2.752, -2.389, 0.922], [3.647, -0.199, -1.247], [1.017, 2.985, -0.344], [-2.509, -0.747, -0.064], [-4.706, -0.855, -0.701], [-3.558, -2.803, -0.085], [2.333, -0.300, 0.740], [2.434, 0.794, -1.187], [5.043, -2.477, 0.204], [4.570, -0.695, -1.128]]}



Most stable: (P)



(P)
{"formula": "C22H44Cl22", "method": "ωB97M-V/def2-TZVPD", "total_charge": 0, "elements": ["Cl", "C", "C", "Cl", "H", "H", "H", "H", "Cl", "C", "C", "Cl", "H", "H", "H", "H", "Cl", "C", "C", "Cl", "H", "H", "H", "H", "Cl", "C", "C", "Cl", "H", "H", "H", "H", "Cl", "C", "C", "Cl", "H", "H", "H", "H", "Cl", "C", "C", "Cl", "H", "H", "H", "H", "Cl", "C", "C", "Cl", "H", "H", "H", "H", "Cl", "C", "C", "Cl", "H", "H", "H", "H", "Cl", "C", "C", "Cl", "H", "H", "H", "H", "Cl", "C", "C", "Cl", "H", "H", "H", "H", "Cl", "C", "C", "Cl", "H", "H", "H", "H"], "coordinates": [[-13.946, -6.792, -23.375], [-13.090, -5.329, -23.746], [-14.073, -4.125, -23.921], [-15.216, -4.347, -25.280], [-12.511, -5.674, -24.603], [-12.442, -5.203, -22.878], [-13.447, -3.255, -24.118], [-14.538, -3.929, -22.955], [-17.626, -4.837, -20.090], [-15.998, -4.259, -19.680], [-15.369, -3.213, -20.700], [-16.174, -1.713, -20.608], [-15.380, -5.153, -19.599], [-16.069, -3.772, -18.707], [-15.336, -3.561, -21.732], [-14.321, -2.998, -20.491], [-14.108, -9.054, -22.325], [-15.448, -7.978, -22.158], [-15.155, -6.812, -21.078], [-14.825, -7.517, -19.433], [-16.313, -8.576, -21.873], [-15.735, -7.655, -23.158], [-15.935, -6.062, -20.952], [-14.267, -6.291, -21.437], [-6.740, -5.236, -18.200], [-7.949, -4.590, -19.251], [-9.128, -3.984, -18.450], [-10.498, -3.709, -19.553], [-8.359, -5.420, -19.826], [-7.550, -3.863, -19.959], [-8.865, -3.030, -17.994], [-9.480, -4.587, -17.613], [-10.225, -7.313, -23.527], [-9.410, -5.917, -22.782], [-9.667, -5.937, -21.288], [-8.885, -7.339, -20.490], [-9.790, -5.048, -23.319], [-8.328, -5.942, -22.913], [-10.735, -5.990, -21.078], [-9.399, -5.013, -20.774], [-13.790, -4.909, -21.431], [-12.354, -4.463, -20.459], [-12.610, -4.954, -19.036], [-14.044, -4.376, -18.272], [-12.232, -3.380, -20.495], [-11.482, -4.929, -20.919], [-11.737, -4.650, -18.457], [-12.565, -6.038, -18.927], [-12.987, -5.004, -15.714], [-13.155, -6.680, -16.286], [-14.442, -6.822, -17.075], [-15.851, -6.929, -15.972], [-13.151, -7.358, -15.433], [-12.298, -6.862, -16.935], [-14.414, -7.694, -17.729], [-14.594, -5.938, -17.695], [-11.622, -2.277, -19.481], [-12.508, -0.708, -19.099], [-14.000, -1.050, -18.996], [-14.399, -1.585, -17.344], [-12.272, -0.207, -20.038], [-12.043, -0.275, -18.214], [-14.316, -1.815, -19.706], [-14.528, -0.104, -19.120], [-12.371, -6.685, -21.965], [-12.280, -7.786, -20.503], [-11.294, -8.989, -20.674], [-11.990, -10.131, -21.889], [-13.337, -7.919, -20.272], [-12.000, -7.359, -19.540], [-11.212, -9.603, -19.777], [-10.250, -8.817, -20.937], [-8.713, -3.645, -21.779], [-9.776, -2.268, -21.466], [-11.104, -2.202, -22.291], [-11.805, -3.776, -22.503], [-9.218, -1.367, -21.721], [-9.846, -2.257, -20.378], [-10.930, -1.764, -23.274], [-11.837, -1.548, -21.820], [-11.419, -2.493, -14.373], [-12.242, -2.343, -15.957], [-11.261, -2.714, -17.097], [-10.695, -4.374, -16.913], [-12.733, -1.378, -16.091], [-13.027, -3.099, -15.976], [-10.444, -2.001, -17.214], [-11.752, -2.841, -18.061]]}



(Q)
{"formula": "C22H44Cl22", "method": "ωB97M-V/def2-TZVPD", "total_charge": 0, "smiles": "ClCCCl.ClCCCl.ClCCCl.ClCCCl.ClCCCl.ClCCCl.ClCCCl.ClCCCl.ClCCCl.ClCCCl.ClCCCl", "elements": ["Cl", "C", "C", "Cl", "H", "H", "H", "H", "Cl", "C", "C", "Cl", "H", "H", "H", "H", "Cl", "C", "C", "Cl", "H", "H", "H", "H", "Cl", "C", "C", "Cl", "H", "H", "H", "H", "Cl", "C", "C", "Cl", "H", "H", "H", "H", "Cl", "C", "C", "Cl", "H", "H", "H", "H", "Cl", "C", "C", "Cl", "H", "H", "H", "H", "Cl", "C", "C", "Cl", "H", "H", "H", "H", "Cl", "C", "C", "Cl", "H", "H", "H", "H", "Cl", "C", "C", "Cl", "H", "H", "H", "H", "Cl", "C", "C", "Cl", "H", "H", "H", "H"], "coordinates": [[4.047, 5.377, -3.213], [3.161, 3.828, -3.442], [3.671, 2.794, -2.450], [2.420, 1.536, -2.164], [3.318, 3.540, -4.476], [2.108, 4.014, -3.280], [3.788, 3.302, -1.493], [4.600, 2.328, -2.734], [-1.627, -0.385, 4.185], [-0.435, -0.537, 5.465], [0.632, 0.488, 5.318], [1.649, 0.089, 3.895], [-0.012, -1.534, 5.506], [-0.985, -0.381, 6.393], [1.299, 0.461, 6.173], [0.218, 1.475, 5.170], [-5.340, -4.157, -1.706], [-4.509, -5.102, -0.456], [-3.050, -5.253, -0.770], [-2.072, -3.852, -0.275], [-4.976, -6.084, -0.407], [-4.640, -4.598, 0.484], [-2.914, -5.381, -1.839], [-2.642, -6.123, -0.269], [4.261, 4.222, 1.249], [2.750, 4.135, 2.113], [1.656, 3.536, 1.305], [1.343, 4.489, -0.180], [2.486, 5.173, 2.338], [2.871, 3.649, 3.076], [0.738, 3.515, 1.878], [1.871, 2.513, 0.985], [-0.891, 4.228, 4.026], [-2.510, 4.457, 3.304], [-3.230, 3.195, 3.029], [-3.996, 2.532, 4.506], [-2.411, 5.063, 2.407], [-3.089, 5.040, 4.013], [-2.620, 2.422, 2.586], [-4.045, 3.427, 2.349], [-5.204, -2.013, 3.787], [-5.722, -0.911, 2.449], [-4.570, -0.042, 2.041], [-5.153, 1.275, 0.943], [-6.524, -0.303, 2.833], [-6.079, -1.530, 1.630], [-3.725, -0.525, 1.568], [-4.183, 0.473, 2.930], [6.103, 0.753, -0.393], [4.932, 0.913, 0.911], [4.791, -0.340, 1.675], [6.099, -0.560, 2.829], [3.961, 1.152, 0.475], [5.229, 1.706, 1.573], [4.742, -1.194, 1.008], [3.865, -0.279, 2.240], [5.655, -3.241, -0.696], [5.464, -3.052, -2.472], [4.262, -2.140, -2.679], [4.056, -1.632, -4.393], [5.320, -4.045, -2.875], [6.372, -2.604, -2.854], [4.358, -1.246, -2.059], [3.328, -2.590, -2.356], [0.043, -3.289, -6.021], [-0.897, -3.055, -4.534], [-0.056, -3.250, -3.311], [0.349, -4.938, -3.024], [-1.755, -3.719, -4.561], [-1.262, -2.028, -4.515], [-0.516, -2.823, -2.432], [0.894, -2.737, -3.481], [1.462, -2.411, -0.345], [1.025, -0.792, 0.299], [-0.261, -0.466, -0.203], [-0.963, 0.972, 0.582], [1.839, -0.129, 0.036], [1.008, -0.900, 1.380], [-0.923, -1.294, 0.027], [-0.244, -0.341, -1.276], [-4.730, 2.135, -4.961], [-4.074, 0.593, -4.339], [-3.460, 0.837, -2.989], [-2.730, -0.679, -2.362], [-3.321, 0.272, -5.051], [-4.850, -0.161, -4.289], [-4.194, 1.179, -2.277], [-2.656, 1.557, -3.070]]}



Most stable: (Q)



(P)
{"formula": "CH4N2Si", "method": "ωB97M-V/def2-TZVPD", "total_charge": 0, "elements": ["C", "N", "N", "Si", "H", "H", "H", "H"], "coordinates": [[-1.490, 0.831, 0.836], [1.752, 0.601, -0.032], [-0.560, 0.199, 0.290], [1.597, -0.730, -0.920], [-2.450, 0.283, 0.594], [-1.509, 1.687, 1.514], [2.547, -1.743, -1.188], [0.114, -1.127, -1.094]]}



(Q)
{"formula": "CH4N2Si", "method": "ωB97M-V/def2-TZVPD", "total_charge": 0, "elements": ["C", "N", "N", "Si", "H", "H", "H", "H"], "coordinates": [[-1.256, -0.154, 0.014], [-0.295, 0.384, -0.863], [-0.268, 0.785, 0.603], [1.177, -0.024, -0.075], [-2.260, 0.453, -0.213], [-1.158, -1.167, 0.240], [1.713, -1.151, 0.794], [2.347, 0.873, -0.500]]}



Most stable: (Q)